ORCA calculation (ωB97M-V/def2-TZVPD) on one molecule with the formula C2H4N2S2.

Last columns: bonded neighbours and bond lengths (Å).
Positions of all 10 atoms, in Å:
1 H -1.04 -1.54 0.67  N2 1.002
2 N -1.38 -0.84 1.30  H1 1.002, C3 1.261
3 C -0.56 0.12 1.40  N2 1.261, N4 1.408, H8 1.077
4 N 0.70 0.28 0.81  C3 1.408, S5 1.682, H9 1.002
5 S 1.24 -0.71 -0.44  N4 1.682, C6 1.745
6 C 0.47 -0.05 -1.86  S5 1.745, S7 1.614, H10 1.110
7 S -0.48 1.24 -1.97  C6 1.614
8 H -0.81 0.95 2.04  C3 1.077
9 H 1.10 1.20 0.80  N4 1.002
10 H 0.76 -0.64 -2.75  C6 1.110

Calculated values
multiplicity	1
energy relative to the best compared isomer or geometry (same formula, charge and spin)	150.26	kJ/mol
HOMO level	-0.3356	Ha
HOMO-LUMO gap	8.67	eV